# 1
# C7H10N2O3

An isolated molecule of C7H10N2O3 (the ωB97M-V functional and the def2-TZVPD basis, the OMol25 dataset).

Structure (ORCA input):
```
! RIJCOSX wB97M-V def2-TZVPD def2/J DEFGRID3
* xyz 0 1
C -0.5987 1.3689 0.5503
C -0.7229 -0.6426 1.9668
C 1.6491 -0.0653 -0.9865
C -0.7497 0.6093 -0.6858
C -0.3213 -0.8547 3.3762
C 2.3410 -0.8106 -2.0090
C -2.0117 0.9576 -1.4462
N -0.9772 -1.4546 1.0461
N 0.2502 0.0289 -1.3287
O -0.5466 2.5635 0.5105
O 2.0834 0.4308 -0.0046
O -0.5201 0.7758 1.7069
H -0.7737 -0.2358 4.1222
H 0.7285 -0.7039 3.5901
H -0.5672 -1.8495 3.7762
H 1.7296 -1.4943 -2.6264
H 2.4871 -0.0644 -2.9281
H 3.3417 -1.2488 -1.5972
H -2.4179 1.8673 -0.9120
H -2.8137 0.1827 -1.3559
H -1.6852 1.0839 -2.5153
H 0.0951 -0.4441 -2.2497
*
```

The frontier orbital gap (spin up / spin down) is 5.99 / 9.03 eV. Its highest occupied orbital energy (spin up / spin down) is -7.01 / -9.20 eV. The value obtained for the energy above the lowest of the compared OMol25 structures with the same formula, charge and spin is 408.6 kJ/mol. The lowest unoccupied orbital energy (spin up / spin down) is -0.038 / -0.006 hartree. The value obtained for the max |F| is 4.3 eV/A.

Löwdin atomic charge list, values in e, 8 entries: -0.527, -0.463, -0.520, -0.204, -0.036, -0.022, 0.001, 0.198

# 2
# C7H10N2O3S

An isolated molecule of C7H10N2O3S (the ωB97M-V functional and the def2-TZVPD basis, the OMol25 dataset).

Structure (ORCA input):
```
! RIJCOSX wB97M-V def2-TZVPD def2/J DEFGRID3
* xyz 0 1
C 0.6132 -1.4332 -1.7947
C -1.1003 -0.1489 -2.6003
C -1.2474 0.4350 -1.1702
C 2.0739 -1.0578 1.3877
C 1.0073 -0.3487 -0.7900
C -2.2106 1.5993 -1.0801
C 1.8072 -1.3255 2.8217
N -0.3274 -1.2485 -2.6321
N 0.0740 0.7625 -0.7012
O 3.1170 -0.6924 0.9617
O 0.5542 2.0124 -1.3004
O 0.9292 -0.8950 0.5661
S -1.6607 0.6497 -3.9298
H 0.9977 -2.4565 -1.6828
H -1.4385 -0.5576 -0.5883
H 2.1119 -0.0115 -0.9322
H -2.4413 1.8171 -0.0344
H -3.2107 1.1507 -1.3206
H -2.0231 2.4154 -1.8278
H 2.6213 -0.8261 3.3770
H 1.8939 -2.4309 3.0247
H 0.8082 -0.9947 3.0466
H 0.5159 1.9257 -2.2707
*
```

The frontier orbital gap is 7.64 eV. Its highest occupied orbital energy is -8.67 eV. The value obtained for the energy above the lowest of the compared OMol25 structures with the same formula, charge and spin is 303.1 kJ/mol. The lowest unoccupied orbital energy is -0.038 hartree. The value obtained for the max |F| is 3.2 eV/A.

Löwdin atomic charge list, values in e, 8 entries: -0.017, -0.781, -0.379, -0.486, -0.234, -0.088, 0.023, 0.069

# 3
# C7H10N2O3S

A 2-piece molecular cluster, C7H10N2O3S overall (the ωB97M-V functional and the def2-TZVPD basis, the OMol25 dataset).

Structure (ORCA input):
```
! RIJCOSX wB97M-V def2-TZVPD def2/J DEFGRID3
* xyz 0 1
C 1.6449 3.7708 -2.7533
C 0.5637 3.2391 -2.0811
C 2.5625 2.8986 -3.4502
C 1.0013 1.0453 -2.9461
C -1.4998 -1.7923 2.0400
C -0.1851 -1.9908 1.3279
C 0.7641 -0.8772 1.6221
N 2.0821 1.5349 -3.4834
N 0.2903 1.9323 -2.1460
O 3.7124 3.1192 -3.8491
O 0.5906 -0.1300 -2.9747
O -0.7249 1.2950 -1.5160
S 1.4201 0.1060 0.5185
H 2.0248 4.7468 -2.4666
H -0.0991 3.8557 -1.4436
H -2.0261 -0.9308 1.7532
H -2.2044 -2.6766 1.7956
H -1.2898 -1.8802 3.1789
H -0.2806 -1.9331 0.2863
H 0.3891 -2.8910 1.5464
H -0.6777 0.3718 -2.0067
H 1.0225 -0.8483 2.6461
H 2.6611 1.0118 -4.1486
*
```

The frontier orbital gap is 8.55 eV. Its highest occupied orbital energy is -8.63 eV. The value obtained for the energy above the lowest of the compared OMol25 structures with the same formula, charge and spin is 188.5 kJ/mol. The lowest unoccupied orbital energy is -0.003 hartree. The value obtained for the max |F| is 4.4 eV/A.

Löwdin atomic charge list, values in e, 8 entries: 0.008, -0.005, -0.413, -0.487, -0.107, -0.349, -0.655, 0.222

# 4
# C7H10N2O4P2

A 2-piece molecular cluster, C7H10N2O4P2 overall (the ωB97M-V functional and the def2-TZVPD basis, the OMol25 dataset).

Structure (ORCA input):
```
! RIJCOSX wB97M-V def2-TZVPD def2/J DEFGRID3
* xyz -2 1
C -3.5366 0.1531 -0.8157
C -3.2199 0.7023 0.3935
C -2.5636 -0.5437 -1.5148
C -1.9474 0.5354 0.9205
C -1.2703 -0.7477 -0.9748
C -0.9259 -0.1194 0.2306
C 0.3455 -0.2943 0.7762
N 3.0086 -1.4112 0.8902
N 1.5851 2.7662 0.9287
O 0.8428 -2.9459 0.3173
O 2.1022 1.3343 -1.4078
O 1.8784 -1.3578 -1.4564
O 3.7423 1.3883 0.4790
P 1.4430 -1.5751 0.1274
P 2.3484 1.6744 0.0540
H -4.4662 0.5466 -1.3093
H -3.8820 1.2073 1.0357
H -2.8632 -1.0017 -2.4878
H -1.9515 0.7494 1.9920
H -0.5411 -1.4776 -1.4243
H 0.7829 0.2567 1.5359
H 2.8861 -1.6029 1.8394
H 0.6519 2.6117 0.5481
H 2.3063 -0.4643 -1.3082
H 3.2445 -0.3842 0.6304
*
```

The frontier orbital gap is 5.67 eV. Its highest occupied orbital energy is 0.20 eV. The value obtained for the energy above the lowest of the compared OMol25 structures with the same formula, charge and spin is 119.6 kJ/mol. The lowest unoccupied orbital energy is 0.216 hartree. The value obtained for the max |F| is 4.1 eV/A.

Löwdin atomic charge list, values in e, 8 entries: -0.204, -0.172, -0.129, -0.083, -0.051, -0.353, -0.249, -0.092

# 5
# C7H10N2S

A 2-piece molecular cluster, C7H10N2S overall (the ωB97M-V functional and the def2-TZVPD basis, the OMol25 dataset).

Structure (ORCA input):
```
! RIJCOSX wB97M-V def2-TZVPD def2/J DEFGRID3
* xyz 0 1
C 3.6313 -1.1243 -0.0378
C 2.2813 -1.1362 -0.3482
C 2.9778 0.7436 0.5651
C 0.6957 0.8096 -0.0583
C -0.6754 -0.6887 1.1140
C -1.7981 0.9702 -0.4787
C -0.5947 0.0354 -0.2735
N 3.9658 -0.0353 0.6958
N 1.8855 0.1394 0.0276
S 0.5723 3.4172 -0.5099
H 4.4699 -1.7820 -0.0934
H 1.7200 -1.7953 -0.9467
H 2.8220 1.7581 1.0190
H -0.1420 -1.7359 1.1729
H -0.4181 0.1023 1.7694
H -1.7857 -0.9897 1.2119
H -2.4476 0.4627 -1.1581
H -1.5109 1.9560 -0.7571
H -2.3919 1.1300 0.4891
H -0.5017 -0.6596 -1.0697
*
```

The frontier orbital gap (spin up / spin down) is 7.02 / 7.00 eV. Its highest occupied orbital energy (spin up / spin down) is -8.52 / -8.47 eV. The value obtained for the energy above the lowest of the compared OMol25 structures with the same formula, charge and spin is 511.3 kJ/mol. The lowest unoccupied orbital energy (spin up / spin down) is -0.055 / -0.054 hartree. The value obtained for the max |F| is 4.2 eV/A.

Löwdin atomic charge list, values in e, 8 entries: -0.105, -0.027, -0.181, -0.060, -0.065, -0.101, -0.411, 0.092

# 6
# C7H10N3

An isolated ion of composition C7H10N3 and charge +1 (the ωB97M-V functional and the def2-TZVPD basis, the OMol25 dataset).

Structure (ORCA input):
```
! RIJCOSX wB97M-V def2-TZVPD def2/J DEFGRID3
* xyz 1 1
C 0.2877 0.3573 1.0616
C -0.5194 0.2230 -0.1634
C 1.9503 -1.0828 0.2264
C -1.5945 0.7220 -1.9743
C -1.5353 1.0996 -0.6672
C 2.8468 -2.1947 0.4339
C -2.3361 2.0232 0.2618
N -0.2114 -0.7322 -1.0671
N 1.3009 -0.4677 1.2106
N -0.8209 -0.3843 -2.1716
H 0.0971 1.2094 1.7231
H -2.3505 0.9742 -2.7314
H 3.9063 -1.9066 0.4589
H 2.5480 -2.7256 1.4315
H 2.8029 -2.7924 -0.4621
H -3.2271 1.4186 0.5938
H -2.7623 2.9012 -0.2599
H -1.7082 2.4110 1.1006
H 1.8620 -0.3733 2.0625
H -0.6577 -0.8330 -3.1057
*
```

The frontier orbital gap (spin up / spin down) is 6.76 / 7.44 eV. Its highest occupied orbital energy (spin up / spin down) is -12.00 / -12.81 eV. The value obtained for the energy above the lowest of the compared OMol25 structures with the same formula, charge and spin is 445.6 kJ/mol. The lowest unoccupied orbital energy (spin up / spin down) is -0.192 / -0.198 hartree. The value obtained for the max |F| is 4.1 eV/A.

Löwdin atomic charge list, values in e, 8 entries: 0.044, -0.212, 0.015, -0.032, -0.190, -0.063, -0.019, 0.095

Number 1: E_tot -607.84181 Eh. Number 2: E_tot -1006.03559 Eh. Number 3: E_tot -1006.07925 Eh. Number 4: E_tot -1366.03677 Eh. Number 5: E_tot -780.21069 Eh. Number 6: E_tot -436.59648 Eh.